No. 1
{"formula": "C16H22FNO3S", "method": "the ωB97M-V functional and the def2-TZVPD basis", "elements": ["S", "F", "O", "O", "O", "N", "C", "C", "C", "C", "C", "C", "C", "C", "C", "C", "C", "C", "C", "C", "C", "C", "H", "H", "H", "H", "H", "H", "H", "H", "H", "H", "H", "H", "H", "H", "H", "H", "H", "H", "H", "H", "H", "H"], "xyz": [[-1.14536, -2.67095, 2.33607], [4.57344, 0.39613, -2.34882], [-1.02098, -3.26329, 1.02948], [-0.65674, -3.42226, 3.45560], [-1.86213, 2.44391, 1.04794], [-1.18238, 0.40894, 0.38222], [3.31092, 0.17894, -1.92768], [-0.70048, -0.51400, -0.62673], [-1.41344, 1.73682, 0.16446], [-0.44621, -0.99190, 2.29842], [0.72034, -0.24931, -1.07129], [-2.86662, -0.94262, 1.57747], [-2.84895, -2.08597, 2.56435], [2.91179, 0.68860, -0.70687], [1.61220, 0.46874, -0.28488], [2.44712, -0.54356, -2.73098], [1.05876, 3.22343, -3.32191], [1.15310, -0.75231, -2.29365], [-1.08698, 2.30660, -1.19939], [0.26190, 4.11787, -2.37834], [-1.54557, -0.12886, 1.68440], [-0.06603, 3.43968, -1.04965], [-0.47214, 4.17351, -0.35154], [-0.74723, -1.52775, -0.21297], [-2.01401, 2.72419, -1.60066], [1.29065, 0.87860, 0.66102], [-2.93955, -1.36276, 0.57276], [1.96912, 2.87552, -2.83849], [0.84699, 5.01625, -2.17085], [3.60902, 1.24899, -0.10425], [0.48189, 2.35374, -3.62644], [1.33567, 3.77380, -4.21788], [-1.36256, -0.50043, -1.50095], [-1.72128, 0.75305, 2.31135], [0.47491, -0.99752, 1.72618], [0.85422, 3.03906, -0.61903], [-3.55715, -2.87280, 2.33166], [-2.94530, -1.77218, 3.59890], [0.46778, -1.31509, -2.90992], [-0.66339, 4.43195, -2.86598], [-0.70957, 1.55781, -1.88667], [-3.71611, -0.27695, 1.72927], [-0.23756, -0.73109, 3.33089], [2.78952, -0.92711, -3.67864]], "atomic_forces_ev_per_a": [[0.094, 0.073, 0.549], [-0.082, -0.014, 0.017], [-0.200, 0.090, -0.366], [-0.050, 0.085, 0.302], [-0.136, 0.388, 0.115], [0.040, -0.169, 0.229], [-0.117, 0.001, 0.090], [0.034, -0.040, -0.231], [-0.026, -0.100, -0.245], [-0.434, -0.687, 0.043], [0.024, -0.025, 0.020], [-0.186, 0.334, -0.180], [0.768, -0.073, -0.191], [0.230, -0.058, -0.183], [-0.080, -0.129, -0.129], [0.207, 0.075, 0.020], [-0.143, 0.194, 0.048], [0.009, 0.078, 0.173], [0.111, 0.235, 0.159], [0.151, -0.187, 0.113], [-0.324, 0.471, -0.018], [-0.177, 0.161, -0.151], [0.035, -0.070, 0.052], [-0.106, 0.191, -0.116], [-0.023, -0.065, -0.008], [-0.038, 0.063, 0.074], [-0.043, 0.055, -0.001], [0.127, -0.084, 0.030], [-0.066, 0.063, -0.023], [0.097, 0.057, 0.039], [-0.014, -0.142, -0.071], [0.062, -0.028, -0.129], [0.085, -0.075, 0.069], [0.072, -0.332, -0.098], [0.104, -0.154, -0.031], [0.034, 0.037, 0.066], [0.060, -0.200, 0.019], [0.003, 0.004, 0.164], [-0.090, -0.059, -0.099], [-0.043, 0.107, 0.007], [-0.077, -0.031, -0.079], [0.004, -0.035, -0.036], [0.042, 0.024, 0.089], [0.061, -0.030, -0.101]], "total_charge": 0, "multiplicity": 1, "energy_ev": -38134.6708, "smiles": "CCCCC(=O)N(Cc1ccc(F)cc1)[C@H]1CCS(=O)(=O)C1"}


No. 2
{"formula": "C26H37F7N6", "method": "the ωB97M-V functional and the def2-TZVPD basis", "elements": ["F", "F", "F", "F", "F", "F", "F", "N", "N", "N", "N", "N", "N", "C", "C", "C", "C", "C", "C", "C", "C", "C", "C", "C", "C", "C", "C", "C", "C", "C", "C", "C", "C", "C", "C", "C", "C", "C", "C", "H", "H", "H", "H", "H", "H", "H", "H", "H", "H", "H", "H", "H", "H", "H", "H", "H", "H", "H", "H", "H", "H", "H", "H", "H", "H", "H", "H", "H", "H", "H", "H", "H", "H", "H", "H", "H"], "xyz": [[-1.31370, -2.50277, -2.25081], [0.40920, -2.18358, 0.07045], [-1.04791, -0.35540, -2.48622], [-2.08666, -2.81139, 0.38737], [0.65703, -1.64964, -2.36753], [-2.78021, -0.92136, -0.45015], [-0.03838, -0.04481, -0.12697], [-5.35817, -1.47417, 1.20637], [-2.50185, 1.66218, 1.47254], [5.13642, 0.80937, -4.95961], [2.70837, 5.05496, -2.50547], [0.84196, 3.13672, 2.73795], [-2.85933, -2.81850, 3.05703], [0.45528, 2.92004, -0.93448], [-0.58998, -1.45149, -1.90560], [4.42925, 0.24423, -4.25295], [0.48239, -1.72632, 6.10590], [-3.76319, -3.46807, 3.68612], [3.84099, -1.98313, -3.33629], [1.29798, 3.72513, -5.36523], [0.27184, 4.35390, -0.46215], [-0.72092, -0.64893, 4.08641], [-3.14776, -1.46005, 2.60451], [-4.64488, -2.87081, 4.76095], [1.77469, 2.36889, -4.86348], [-1.95051, -0.88322, 1.79047], [1.01132, 3.83601, 1.84224], [-4.41034, -1.46101, 1.84905], [-2.22710, 0.56305, 1.63780], [-0.49124, -1.28645, -0.35365], [1.23214, 4.70043, 0.67908], [3.53092, -0.48225, -3.35321], [2.51477, 4.99508, -3.63540], [-0.66210, -1.83215, 5.08499], [-3.97679, -4.90719, 3.32802], [2.28701, 4.86221, -5.07364], [3.68381, -2.63424, -4.70486], [-1.85777, -1.48828, 0.35963], [-0.63938, -1.04326, 2.59847], [-0.75925, 4.51015, -0.13783], [0.14255, -1.27464, 7.03905], [3.63693, -0.05683, -2.35428], [-4.36729, -5.51086, 4.14754], [1.48369, 2.74964, -1.26214], [2.73015, 2.09313, -5.31046], [-5.33842, -2.11964, 4.37017], [-1.56952, 0.00480, 4.29619], [-0.53554, -2.76198, 4.52691], [-4.68391, -4.91331, 2.49333], [2.50421, -0.30953, -3.68239], [-4.03249, -2.43296, 5.55006], [3.88133, -3.70428, -4.64454], [0.22145, 2.21756, -0.13759], [4.38222, -2.21112, -5.42820], [3.16970, -2.46479, -2.62334], [0.45486, 5.03630, -1.29062], [2.26462, 4.57537, 0.34849], [1.89487, 5.80634, -5.45326], [1.13141, 3.68201, -6.44259], [0.86310, -2.72112, 6.34421], [3.24995, 4.68033, -5.55386], [4.85838, -2.13828, -2.97272], [1.31177, -1.14316, 5.70353], [0.16472, -0.04389, 4.28738], [0.33687, 3.95948, -4.90275], [-3.03022, -5.33209, 2.99157], [-0.20862, 2.69753, -1.77186], [-0.33356, -2.08776, 2.50781], [-1.62482, -1.92994, 5.59361], [2.67081, -2.50017, -5.08947], [-5.26379, -3.65185, 5.20122], [1.88983, 2.36703, -3.77735], [1.10349, 5.73736, 0.99118], [0.15528, -0.45909, 2.13964], [-3.29808, -0.79105, 3.46381], [1.04612, 1.59759, -5.11809]], "atomic_forces_ev_per_a": [[-0.266, -0.055, -0.027], [0.066, -0.033, 0.274], [-0.327, 0.075, -0.039], [-0.070, -0.097, 0.009], [0.099, 0.003, -0.047], [-0.159, 0.029, 0.013], [0.215, 0.077, 0.046], [-0.316, -0.061, 0.050], [0.030, 0.272, 0.100], [-0.018, -0.040, 0.005], [-0.035, 0.035, 0.012], [-0.008, -0.006, -0.053], [-0.783, -0.757, -1.810], [-0.074, 0.015, -0.076], [0.651, 0.008, 0.117], [0.013, 0.075, 0.019], [-0.308, -0.164, 0.010], [0.271, 0.425, 0.524], [-0.004, -0.140, -0.094], [-0.047, -0.138, 0.037], [-0.107, -0.101, -0.106], [0.448, -0.124, 0.226], [0.310, -0.109, 1.541], [-0.715, -0.154, -0.470], [-0.026, -0.034, -0.039], [0.043, 0.671, 0.239], [0.093, -0.030, 0.073], [0.405, 0.151, -0.219], [-0.066, -0.347, -0.262], [-0.470, -0.085, -0.532], [-0.141, 0.026, -0.035], [0.080, -0.109, 0.021], [0.203, 0.021, 0.024], [-0.048, -0.063, -0.240], [0.831, -0.226, 0.658], [-0.216, -0.086, -0.010], [0.023, -0.012, 0.020], [0.332, -0.057, 0.195], [0.065, -0.452, 0.129], [0.019, -0.027, 0.067], [0.150, 0.134, -0.052], [-0.040, 0.040, -0.005], [-0.095, 0.048, -0.060], [0.005, 0.015, 0.011], [0.009, 0.020, 0.005], [0.146, 0.094, 0.039], [0.030, 0.037, -0.085], [-0.049, 0.065, -0.058], [0.000, 0.001, 0.051], [0.017, 0.028, 0.004], [0.045, 0.099, -0.120], [-0.021, -0.005, -0.003], [0.019, 0.036, 0.037], [-0.022, 0.037, -0.003], [0.006, 0.079, 0.033], [0.084, 0.077, 0.081], [0.004, 0.029, -0.012], [0.065, 0.037, 0.021], [0.023, 0.060, -0.007], [-0.004, 0.059, 0.091], [-0.001, -0.027, 0.004], [-0.003, 0.043, 0.037], [-0.003, -0.004, 0.073], [-0.146, 0.182, -0.075], [-0.001, 0.087, -0.035], [-0.121, -0.020, -0.186], [0.001, -0.007, -0.002], [-0.091, 0.002, 0.102], [0.083, -0.053, 0.084], [-0.002, 0.003, -0.006], [0.033, 0.061, 0.060], [0.029, 0.036, -0.008], [0.043, -0.003, 0.032], [-0.221, 0.102, -0.164], [0.029, 0.236, -0.232], [0.002, -0.005, -0.001]], "total_charge": 0, "multiplicity": 1, "energy_ev": -55523.5445, "smiles": "CCCC[C@](C#N)([C@@H](C#N)N=C(C)C)C(F)(F)C(F)(F)C(F)(F)F.CCCC#N.CCCC#N.CCCC#N"}


No. 3
{"formula": "C4H6HgO2", "method": "the ωB97M-V functional and the def2-TZVPD basis", "elements": ["Hg", "O", "O", "C", "C", "C", "C", "H", "H", "H", "H", "H", "H"], "xyz": [[1.15112, 0.18464, -2.04775], [2.56307, 0.49107, 1.47604], [-0.94416, -0.00675, -2.13776], [1.28839, 0.56736, 0.99950], [-1.55512, 0.11089, -0.92858], [0.53899, -0.45495, 0.56687], [-0.84650, -0.62075, 0.23447], [-1.47943, -0.64581, 1.13576], [-1.73468, 1.15898, -0.58015], [-0.19126, -1.64959, -0.20102], [-2.59193, -0.31227, -0.93534], [0.95542, 1.60701, 0.89363], [2.84608, -0.42982, 1.52434]], "atomic_forces_ev_per_a": [[0.653, 0.132, -0.333], [-0.189, 0.341, -0.161], [-0.361, 0.080, -0.497], [0.478, -0.724, -0.374], [-0.811, -0.120, 1.094], [0.967, 2.985, 1.350], [1.494, -1.975, -1.013], [0.179, -0.796, -0.416], [0.387, -0.201, -0.220], [-3.286, 0.612, 0.630], [0.636, -0.009, -0.362], [0.012, -0.259, 0.346], [-0.161, -0.065, -0.044]], "total_charge": 0, "multiplicity": 3, "energy_ev": -12508.4188}


No. 4
{"formula": "H2N4O2", "method": "the ωB97M-V functional and the def2-TZVPD basis", "elements": ["O", "O", "N", "N", "N", "N", "H", "H"], "xyz": [[-2.76155, -0.15321, 0.31016], [2.11708, 0.92999, 0.54549], [-1.59796, 0.24067, 0.31129], [2.78640, -0.93277, -0.53116], [-0.65473, -0.27937, -0.32547], [2.36117, -0.01788, -0.04369], [-1.41850, 1.18956, 0.73973], [-0.83191, -0.97698, -1.00635]], "atomic_forces_ev_per_a": [[-0.654, 0.347, 0.542], [-1.407, 3.042, 1.594], [-0.451, -0.666, -1.854], [-0.786, 0.043, -0.307], [2.284, 2.682, 1.252], [2.161, -3.019, -1.245], [0.311, -1.252, 0.073], [-1.458, -1.176, -0.056]], "total_charge": 0, "multiplicity": 1, "energy_ev": -10082.8930, "smiles": "[H]/N=[NH+]\\[O-].N#[N+][O-]"}


The highest multiplicity belongs to which entry?
C4H6HgO2


What is the multiplicity in the first record?
1


Among the records above, which one has the highest multiplicity?
C4H6HgO2